Record 1
{
  "formula": "C30H39BiN13O3P",
  "method": "wB97M-V/def2-TZVPD",
  "homo_lumo_gap_ev": 9.445,
  "mol_weight_g_mol": 869.7,
  "lumo_energy_ev": -3.9,
  "charge": 2,
  "e_homo_ha": -0.4891,
  "species": ["H", "H", "N", "H", "C", "H", "H", "H", "C", "H", "C", "N", "N", "C", "H", "H", "N", "N", "C", "C", "H", "C", "C", "H", "H", "N", "H", "Bi", "C", "N", "H", "H", "N", "P", "H", "C", "C", "N", "H", "C", "O", "H", "N", "H", "C", "C", "C", "C", "H", "C", "H", "C", "C", "H", "C", "C", "H", "H", "C", "H", "H", "O", "H", "C", "H", "H", "H", "H", "N", "C", "H", "C", "C", "H", "H", "H", "O", "H", "H", "N", "N", "C", "C", "C", "H", "C", "H"],
  "positions_angstrom": [[2.961, 6.346, -0.260], [4.640, 1.513, -3.980], [-1.894, 0.310, 0.815], [-2.003, 3.658, -3.910], [-3.566, -0.750, 3.300], [-2.589, -0.376, 3.625], [-1.571, 3.787, 0.610], [5.178, 4.409, -1.976], [4.095, -3.529, -0.604], [-3.626, -2.433, 1.910], [2.167, 6.483, 0.470], [1.262, 5.340, 0.450], [4.296, 2.505, -2.117], [-0.920, -1.670, 1.913], [1.604, 7.375, 0.212], [4.292, 1.110, 4.477], [0.500, 3.266, 0.432], [2.403, 1.527, -1.576], [3.690, -1.233, -0.146], [3.305, 2.418, -1.188], [-2.161, -1.654, 0.222], [-0.550, 4.129, 0.550], [-2.531, -3.393, 5.453], [5.634, -2.112, -0.067], [0.259, -3.351, -1.853], [2.379, -1.382, -0.373], [-0.796, -3.794, 4.495], [0.609, 0.355, -0.078], [-0.094, 5.417, 0.563], [-0.773, 1.114, -2.114], [-3.100, 1.760, -5.108], [6.120, 3.094, -1.245], [-1.316, -3.938, 5.351], [3.322, 3.468, 0.301], [-5.031, -2.140, 4.081], [2.744, -3.681, -0.845], [4.582, -2.276, -0.253], [-3.166, -3.377, 6.631], [-0.513, 3.150, -1.983], [2.827, 1.028, -2.773], [-1.073, -2.700, 2.587], [-0.053, -3.149, -0.140], [-0.116, -1.373, -1.301], [-2.614, -0.586, -4.325], [4.003, 1.628, -3.120], [-2.146, -1.101, 1.165], [3.811, 1.249, 3.525], [-1.011, 2.359, -2.530], [-4.250, 0.099, 3.314], [4.961, 3.433, 3.098], [4.393, 4.279, 3.481], [0.432, -2.683, -1.008], [-0.985, -1.308, -2.332], [-0.980, -4.598, 6.029], [5.473, 3.367, -2.076], [-2.446, 1.578, -4.266], [6.020, 3.243, -3.006], [-2.465, -2.923, 3.543], [-2.191, 0.284, -3.843], [2.442, -0.444, 3.126], [5.644, 3.088, 3.869], [-1.459, -2.258, -2.934], [4.766, -4.372, -0.700], [-3.470, -1.353, 1.883], [-1.937, 0.884, 1.653], [2.605, 6.611, 1.458], [2.330, -4.636, -1.139], [-0.607, 6.360, 0.640], [-3.075, -2.863, 4.372], [-4.040, -1.764, 4.341], [-2.604, 0.651, 0.175], [3.309, 2.214, 1.616], [-1.840, 2.635, -3.603], [-2.718, -3.722, 7.462], [4.012, -0.238, 0.132], [-4.158, -3.219, 6.665], [0.190, -1.077, 1.760], [-4.095, -1.299, 5.326], [-4.277, -0.963, 1.259], [4.072, 2.334, 2.738], [2.596, 1.101, 1.665], [2.898, 0.491, 2.847], [-1.342, 0.097, -2.766], [1.588, 4.017, 0.378], [5.537, 3.748, 2.232], [1.907, -2.578, -0.728], [2.270, 0.277, -3.309]],
  "forces_ev_per_angstrom": [[0.0, 0.0, 0.0], [0.0, 0.0, 0.0], [0.0, -0.1, 0.1], [0.0, 0.0, 0.0], [0.0, 0.0, 0.0], [0.0, 0.0, 0.0], [0.0, 0.0, 0.0], [0.0, 0.0, 0.0], [0.0, 0.0, 0.0], [0.0, 0.0, 0.0], [0.0, 0.0, 0.0], [0.0, 0.0, 0.0], [0.0, 0.0, 0.0], [0.0, 0.0, 0.0], [0.0, 0.0, 0.0], [0.0, 0.0, 0.0], [0.0, 0.0, 0.0], [0.0, -0.1, 0.0], [0.0, 0.0, 0.0], [0.0, 0.0, 0.0], [-0.1, 0.0, 0.0], [0.0, 0.0, 0.0], [-0.1, 0.0, 0.0], [0.0, 0.0, 0.0], [0.0, 0.0, 0.0], [0.0, 0.0, 0.0], [0.0, 0.0, 0.0], [0.0, 0.1, 0.0], [0.0, 0.0, 0.0], [0.0, 0.0, 0.0], [0.0, 0.0, 0.0], [0.0, 0.0, 0.0], [0.0, 0.0, 0.0], [0.0, 0.0, 0.0], [0.0, 0.0, 0.0], [0.0, 0.0, 0.0], [0.0, 0.0, 0.0], [0.0, 0.0, 0.0], [0.0, 0.0, 0.0], [0.0, 0.0, 0.0], [0.0, 0.0, 0.0], [0.0, 0.0, 0.0], [0.1, 0.0, 0.0], [0.0, 0.0, 0.0], [0.0, 0.0, 0.0], [0.1, 0.0, 0.0], [0.0, 0.0, 0.0], [0.0, 0.0, 0.0], [0.0, 0.0, 0.0], [0.0, 0.0, 0.0], [0.0, 0.0, 0.0], [-0.1, 0.0, 0.0], [0.0, 0.0, 0.0], [0.0, 0.0, 0.0], [0.0, 0.0, 0.0], [0.0, 0.0, 0.0], [0.0, 0.0, 0.0], [0.0, 0.0, 0.0], [0.0, 0.0, 0.0], [0.0, 0.0, 0.0], [0.0, 0.0, 0.0], [0.0, 0.0, 0.0], [0.0, 0.0, 0.0], [0.0, 0.0, 0.0], [0.0, 0.1, 0.0], [0.0, 0.0, 0.0], [0.0, 0.0, 0.0], [0.0, 0.0, 0.0], [0.1, 0.1, 0.1], [0.0, -0.1, 0.0], [0.0, 0.0, 0.0], [0.1, 0.0, 0.1], [0.0, 0.0, 0.0], [0.0, 0.0, 0.0], [0.0, 0.0, 0.0], [0.0, 0.0, 0.0], [0.1, 0.0, -0.1], [0.0, 0.0, 0.0], [0.0, 0.0, 0.0], [0.0, 0.0, 0.0], [0.0, 0.0, 0.0], [0.0, 0.0, 0.0], [0.0, 0.0, 0.0], [0.0, 0.0, 0.0], [0.0, 0.0, 0.0], [0.0, 0.0, 0.0], [0.0, 0.0, 0.0]]
}


Record 2
{
  "formula": "C30H39FeN5O",
  "method": "wB97M-V/def2-TZVPD",
  "homo_lumo_gap_ev": [1.819, 6.157],
  "mol_weight_g_mol": 541.5,
  "lumo_energy_ev": [2.2, 2.2],
  "charge": -1,
  "spin_multiplicity": 6,
  "e_homo_ha": [0.0133, -0.1464],
  "s2": 8.83,
  "species": ["H", "H", "H", "H", "C", "H", "C", "H", "N", "H", "C", "H", "H", "H", "H", "H", "C", "N", "C", "C", "N", "H", "H", "C", "Fe", "C", "H", "C", "C", "H", "H", "H", "C", "H", "H", "C", "O", "C", "H", "H", "C", "C", "H", "H", "H", "C", "H", "H", "C", "H", "H", "H", "C", "H", "N", "H", "C", "C", "C", "C", "C", "H", "C", "C", "C", "H", "H", "C", "H", "N", "C", "H", "C", "H", "C", "H"],
  "positions_angstrom": [[2.121, -2.566, 1.951], [0.325, 2.899, -1.188], [1.194, -1.476, 3.022], [-0.919, -1.926, 7.634], [-2.957, -1.433, 2.845], [3.406, 2.040, -1.842], [-0.021, -1.855, -3.549], [-3.237, 1.732, -1.858], [-1.538, -0.668, 1.115], [-3.304, -2.089, 6.529], [-0.782, 3.265, -4.582], [0.387, -3.719, -2.373], [-0.155, 4.913, -5.798], [4.458, -1.511, -0.209], [1.899, 1.612, -2.670], [1.442, 1.698, 3.173], [2.056, -1.537, 2.338], [-0.133, -1.908, -1.353], [-2.570, 0.926, -2.188], [0.591, 1.261, 2.617], [-0.416, -0.601, -3.083], [-0.066, 3.042, 0.550], [-2.411, 3.460, -3.181], [-1.675, 2.778, -3.622], [0.672, -0.418, -0.267], [1.417, 0.212, -5.203], [0.689, -3.047, 0.234], [-0.453, -0.593, -1.727], [2.707, 1.210, -2.038], [0.018, -2.088, -4.600], [-3.201, 0.110, -2.571], [0.126, 0.507, 3.275], [1.106, 0.683, 1.340], [1.528, -1.300, 5.357], [1.063, -2.139, 6.802], [-1.624, 1.446, -3.216], [-0.780, -0.525, 4.789], [0.111, -2.139, 0.041], [3.065, -2.613, -0.304], [2.966, -1.321, 2.927], [1.906, -0.524, 1.243], [3.435, -1.622, -0.595], [1.089, -0.594, -5.877], [-2.905, -0.437, 6.000], [1.544, 3.515, -0.038], [2.159, 0.680, -0.758], [2.119, 0.841, -5.765], [-1.893, 4.895, -5.411], [-2.597, -2.757, 2.586], [-3.041, -0.813, 7.741], [1.991, -0.244, -4.380], [3.471, -1.601, -1.691], [0.285, 1.071, -4.727], [3.230, 0.432, -2.612], [-1.311, -1.495, 6.807], [-0.129, 2.065, 2.414], [-0.645, 0.609, -3.783], [-1.617, -3.013, 1.629], [-2.380, -0.398, 2.104], [0.184, 2.412, -5.121], [1.213, 1.400, 0.089], [-3.699, -1.146, 3.585], [-0.444, -1.120, 5.822], [-2.717, -1.194, 6.766], [-1.065, -1.919, 0.941], [-3.051, -3.583, 3.127], [-2.622, 0.650, 2.297], [-0.889, 4.691, -5.020], [-0.720, 5.375, -4.181], [0.872, -1.425, 6.112], [2.553, -0.546, -0.060], [-1.194, -3.996, 1.415], [0.147, -2.670, -2.475], [-2.021, 0.545, -1.295], [0.723, 2.790, -0.168], [0.912, 2.803, -5.836]],
  "forces_ev_per_angstrom": [[0.0, 0.3, 0.1], [0.0, 0.0, 0.3], [0.2, -0.1, -0.3], [-0.3, 0.2, -0.2], [-0.4, 0.7, 0.1], [-0.1, -0.3, -0.1], [-0.4, 0.0, -0.2], [0.0, -0.1, -0.1], [0.7, 0.8, 0.1], [0.0, 0.2, 0.0], [0.3, 0.7, -0.8], [0.0, 0.2, -0.2], [-0.1, 0.1, 0.0], [-0.1, -0.1, -0.1], [0.2, -0.1, 0.0], [-0.3, 0.0, -0.2], [0.0, 0.2, 0.2], [-0.9, -0.7, -2.4], [-0.6, 0.3, 0.8], [-0.3, -0.3, 0.2], [0.3, -0.3, 0.3], [0.1, 0.1, -0.3], [0.1, -0.3, -0.1], [-0.3, -1.2, 0.8], [-3.6, 1.3, -1.6], [0.3, 0.3, -0.2], [-0.4, 0.0, -0.2], [-0.5, -1.7, -2.0], [-0.2, 0.2, -0.3], [0.0, 0.1, 0.1], [0.2, 0.0, 0.0], [0.2, 0.5, -0.4], [2.4, 1.0, 0.7], [-0.1, -0.1, 0.1], [0.1, 0.2, -0.4], [-0.4, 1.7, 0.0], [0.3, -0.9, 1.8], [-2.9, -3.7, 1.8], [0.1, 0.1, 0.0], [-0.2, -0.2, -0.1], [1.5, 1.3, 1.4], [0.2, -0.1, 0.0], [0.0, -0.1, 0.1], [0.1, -0.2, 0.1], [-0.2, -0.1, -0.1], [1.4, 0.7, 0.7], [-0.1, -0.1, 0.0], [0.0, 0.2, -0.1], [0.5, -0.2, -0.3], [0.0, 0.0, -0.2], [-0.3, 0.1, -0.2], [0.0, 0.0, 0.2], [0.8, 1.4, -0.7], [-0.1, 0.3, 0.2], [0.4, -0.1, 0.2], [0.1, -0.2, 0.2], [-0.6, -1.3, 0.1], [-0.1, 0.3, 0.9], [-0.2, -1.3, -0.4], [0.3, -1.1, 0.2], [2.2, 1.4, 1.4], [0.1, -0.3, 0.1], [-0.2, 0.7, -1.2], [-0.4, -0.1, 0.1], [0.4, -1.4, -0.6], [0.0, 0.1, 0.0], [0.0, -0.3, -0.2], [0.0, -0.1, 0.1], [0.0, 0.2, 0.0], [0.0, 0.0, 0.1], [1.6, 1.4, 0.8], [-0.4, 0.1, 0.2], [0.0, 0.0, 0.6], [-0.7, 0.3, -0.6], [-0.1, 0.0, -0.1], [-0.1, -0.1, 0.1]]
}


| no. | energy (eV) | largest force on an atom (eV/A) |
| --- | --- | --- |
| 1 | -72377.9542 | 0.2 |
| 2 | -75622.0600 | 5.0 |